No. 1
The following is a quantum chemistry calculation of a 2-piece molecular cluster, C8H8N4O4 overall at a distorted geometry, from the OMol25 dataset.

Calculated values
structure (SMILES)	O=c1cc[nH]c(=O)[nH]1.O=c1cc[nH]c(=O)[nH]1
energy above the lowest of the compared OMol25 structures with the same formula, charge and spin	1.697	eV

Each line ends with the Mulliken charge.
CARTESIAN COORDINATES (ANGSTROEM)
O: -1.095 -2.517 -0.491  -0.618
C: -1.469 -1.401 -0.369  0.457
C: -2.018 -0.654 -1.412  -0.585
C: -2.179 0.698 -1.249  -0.134
N: -1.997 1.212 -0.021  -0.003
C: -1.660 0.508 1.106  0.252
O: -1.533 0.978 2.212  -0.646
N: -1.419 -0.806 0.895  -0.066
H: -1.972 -1.018 -2.424  0.432
H: -2.590 1.307 -2.066  0.367
H: -2.247 2.191 0.326  0.267
H: -0.929 -1.325 1.656  0.301
O: 0.908 2.603 -0.532  -0.651
C: 1.421 1.455 -0.463  0.443
C: 1.557 0.688 -1.650  -0.351
C: 1.781 -0.650 -1.588  -0.220
N: 2.122 -1.224 -0.319  -0.088
C: 1.935 -0.547 0.938  0.151
O: 1.767 -1.214 1.940  -0.558
N: 1.878 0.873 0.770  -0.047
H: 1.412 1.309 -2.598  0.337
H: 1.771 -1.406 -2.442  0.323
H: 2.073 -2.239 -0.335  0.304
H: 1.811 1.411 1.703  0.335


No. 2
The following is a quantum chemistry calculation of a 2-piece molecular cluster, C8H8N4O4 overall at a distorted geometry, from the OMol25 dataset.

Calculated values
structure (SMILES)	O=c1cc[nH]c(=O)[nH]1.O=c1cc[nH]c(=O)[nH]1
energy above the lowest of the compared OMol25 structures with the same formula, charge and spin	1.420	eV

Each line ends with the Mulliken charge.
CARTESIAN COORDINATES (ANGSTROEM)
O: 2.334 2.168 -1.217  -0.650
C: 2.339 1.199 -0.461  0.596
C: 1.640 1.146 0.821  -0.612
C: 1.764 0.068 1.591  -0.132
N: 2.448 -1.046 1.168  -0.083
C: 3.216 -1.091 -0.040  0.260
O: 3.908 -2.029 -0.394  -0.589
N: 3.032 0.048 -0.800  -0.065
H: 1.127 2.067 1.135  0.400
H: 1.277 -0.037 2.550  0.420
H: 2.596 -1.820 1.835  0.254
H: 3.540 0.035 -1.685  0.219
O: -4.907 -0.333 0.759  -0.604
C: -3.862 -0.097 0.132  0.560
C: -3.142 1.130 -0.155  -0.839
C: -1.817 1.178 -0.451  0.093
N: -1.102 0.072 -0.800  -0.041
C: -1.733 -1.130 -0.864  0.311
O: -1.149 -2.125 -1.238  -0.641
N: -3.038 -1.177 -0.411  -0.116
H: -3.716 1.911 0.270  0.384
H: -1.313 2.106 -0.432  0.489
H: -0.063 -0.154 -1.044  0.180
H: -3.381 -2.091 -0.269  0.205


No. 3
The following is a quantum chemistry calculation of a 2-piece molecular cluster, C8H8N4O4 overall at a distorted geometry, from the OMol25 dataset.

Calculated values
structure (SMILES)	O=c1cc[nH]c(=O)[nH]1.O=c1cc[nH]c(=O)[nH]1
energy above the lowest of the compared OMol25 structures with the same formula, charge and spin	2.060	eV

Each line ends with the Mulliken charge.
CARTESIAN COORDINATES (ANGSTROEM)
O: 0.787 2.799 -0.084  -0.635
C: 1.266 1.672 -0.112  0.369
C: 1.631 1.035 -1.306  -0.594
C: 2.324 -0.196 -1.330  -0.227
N: 2.545 -0.898 -0.146  -0.097
C: 1.833 -0.502 0.991  0.259
O: 1.590 -1.324 1.886  -0.640
N: 1.284 0.733 0.965  0.041
H: 1.436 1.592 -2.199  0.450
H: 2.877 -0.683 -2.075  0.512
H: 2.919 -1.834 -0.062  0.278
H: 0.894 1.021 1.870  0.286
O: -0.581 -2.575 -0.865  -0.596
C: -1.142 -1.522 -0.668  0.570
C: -1.488 -0.514 -1.743  -0.740
C: -2.083 0.613 -1.412  -0.281
N: -2.342 1.061 -0.147  -0.068
C: -2.032 0.254 0.919  0.319
O: -1.965 0.518 2.145  -0.638
N: -1.666 -1.079 0.603  -0.174
H: -1.429 -1.013 -2.625  0.567
H: -2.496 1.332 -2.084  0.436
H: -2.387 2.019 0.131  0.271
H: -1.062 -1.534 1.423  0.332


No. 4
The following is a quantum chemistry calculation of an isolated ion of composition C8H8NO2S and charge +1 at a distorted geometry, from the OMol25 dataset.

Calculated values
charge	+1
energy above the lowest of the compared OMol25 structures with the same formula, charge and spin	0.000	eV

Each line ends with the Mulliken charge.
CARTESIAN COORDINATES (ANGSTROEM)
C: 2.397 -0.261 0.383  -0.915
C: 3.315 -0.001 -0.642  -0.287
C: 1.066 0.142 -0.029  0.031
C: 1.060 0.804 -1.271  0.444
C: 0.010 1.143 -2.115  0.376
C: -1.862 0.199 -0.630  0.163
C: 0.015 -0.131 0.972  -0.240
C: -2.330 -0.819 1.387  -1.061
N: -1.389 -0.228 0.486  0.072
O: 0.017 1.724 -3.133  -0.431
O: -1.310 0.663 -1.701  -0.288
S: 2.608 0.844 -1.954  -0.093
H: 2.721 -0.571 1.329  0.448
H: 4.376 -0.167 -0.328  0.383
H: -2.971 0.036 -0.864  0.421
H: 0.312 -1.144 1.478  0.473
H: -0.155 0.729 1.710  0.340
H: -1.845 -0.985 2.360  0.382
H: -3.299 -0.284 1.652  0.364
H: -2.738 -1.691 0.911  0.418


Orbital gap: 9.49 9.81 9.47 8.92 (eV)